No. 1
23
Properties=species:S:1:pos:R:3:lowdin_charge:R:1 method="wB97M-V/def2-TZVPD" e_homo_ev="-7.965 / -7.962" relative_energy_kj_mol=50.2 total_energy_ev=-26123.9439 charge=0 orbital_gap_ev="6.5 / 6.5" lumo_energy_ha="-0.05298 / -0.05299"
H 2.71 -4.44 -0.87 0.084
N 1.97 -3.80 -0.60 0.040
N 2.20 -2.63 -1.01 -0.403
O 3.21 -2.31 -1.70 -0.046
C 1.32 -1.63 -0.74 -0.066
C 0.13 -1.75 0.49 -0.482
I -0.06 -3.53 1.49 1.043
C -0.64 -0.61 0.72 -0.260
C -1.70 -0.59 1.65 -0.071
C -2.46 0.52 1.86 -0.086
C -2.16 1.70 1.16 -0.065
C -1.14 1.73 0.26 -0.018
C -0.37 0.59 -0.01 -0.182
N 0.55 0.66 -1.00 0.123
C 1.58 -0.29 -1.33 -0.370
O 2.82 0.25 -0.89 -0.008
H -1.91 -1.50 2.20 0.053
H -3.27 0.50 2.56 0.103
H -2.75 2.59 1.34 0.109
H -0.91 2.64 -0.28 0.113
H 0.76 1.58 -1.35 0.152
H 1.63 -0.38 -2.43 0.156
H 3.49 -0.40 -1.17 0.080

=====

No. 2
19
Properties=species:S:1:pos:R:3:lowdin_charge:R:1 method="wB97M-V/def2-TZVPD" e_homo_ev=-8.653 smiles=c1ccc(-c2ncc[nH]2)cc1 relative_energy_kj_mol=312.2 total_energy_ev=-12439.9512 charge=0 orbital_gap_ev=9.6 lumo_energy_ha=0.03391
C -3.22 -0.03 0.05 -0.089
C -2.55 -1.11 0.28 -0.125
C -1.16 -1.15 0.33 -0.054
C -0.45 -0.06 0.06 -0.179
C 1.04 -0.10 -0.05 -0.344
N 1.78 -0.74 -0.89 0.117
C 3.03 -0.41 -0.58 -0.169
C 3.19 0.47 0.50 0.010
N 1.80 0.62 0.79 0.120
C -1.13 1.16 -0.35 -0.002
C -2.57 1.21 -0.30 -0.026
H -4.16 -0.08 -0.19 0.053
H -2.97 -2.02 0.49 0.083
H -0.63 -2.30 0.54 0.199
H 4.00 -0.58 -1.04 0.094
H 3.94 0.63 1.04 0.017
H 1.40 0.97 1.51 0.071
H -0.62 2.18 -0.62 0.139
H -3.06 2.12 -0.58 0.085

=====

No. 3
21
Properties=species:S:1:pos:R:3:lowdin_charge:R:1 method="wB97M-V/def2-TZVPD" e_homo_ev="-7.975 / -7.221" relative_energy_kj_mol=507.3 total_energy_ev=-25320.9879 charge=0 orbital_gap_ev="7.8 / 7.5" lumo_energy_ha="-0.00823 / 0.01020"
C -2.92 -0.04 0.29 -0.149
C -2.35 -0.73 -0.75 -0.091
C -2.30 0.85 1.10 -0.037
C -0.93 -0.66 -0.93 0.015
C 1.00 1.89 0.81 -0.177
C -0.96 1.10 0.88 -0.218
C -0.26 0.35 -0.18 -0.128
C 3.33 -0.91 1.19 -0.054
C 2.07 0.45 -0.88 -0.496
N -0.11 2.02 1.45 0.114
N 1.02 0.85 -0.12 -0.140
O 2.99 -2.03 1.39 0.047
S 3.42 1.63 -0.98 0.679
H -4.04 -0.24 0.45 0.131
H -2.95 -1.38 -1.37 0.097
H -2.92 1.11 1.95 0.112
H -0.57 -1.28 -1.70 0.079
H 1.99 2.54 1.00 0.141
H 3.89 -0.26 1.75 0.033
H 1.80 -0.21 -1.76 0.105
H 4.50 0.84 -1.57 -0.063

=====

No. 4
20
Properties=species:S:1:pos:R:3:lowdin_charge:R:1 method="wB97M-V/def2-TZVPD" e_homo_ev=-7.733 relative_energy_kj_mol=289.9 total_energy_ev=-23275.2982 charge=0 orbital_gap_ev=6.7 lumo_energy_ha=-0.03633
C 1.26 -2.75 -1.72 -0.180
C -1.34 1.73 1.38 -0.080
C -0.12 2.23 1.83 -0.110
C -1.38 0.52 0.68 -0.044
C 1.02 1.56 1.61 -0.143
C -0.21 -0.14 0.39 -0.282
C 1.08 0.42 0.82 -0.621
C 0.86 -1.94 -0.61 -0.210
C -0.70 -0.52 -1.81 -0.008
N 1.55 -3.47 -2.61 0.174
N -0.11 -1.04 -0.63 -0.165
S 2.50 -0.39 0.40 0.767
H -2.27 2.31 1.53 0.111
H -0.08 3.32 2.02 0.122
H -2.26 -0.08 0.47 0.123
H 1.93 1.82 2.14 0.106
H 1.16 -2.48 0.33 0.126
H -0.59 -1.18 -2.66 0.099
H -1.80 -0.45 -1.62 0.103
H -0.50 0.53 -1.94 0.112

=====

No. 5
23
Properties=species:S:1:pos:R:3:lowdin_charge:R:1 method="wB97M-V/def2-TZVPD" e_homo_ev=-14.256 relative_energy_kj_mol=119.5 total_energy_ev=-20062.7678 charge=+1 orbital_gap_ev=8.9 lumo_energy_ha=-0.19586
C -1.40 0.04 -1.58 -0.200
C 3.34 -0.58 -0.01 0.033
C 2.66 -0.76 -1.15 0.002
C 2.58 -0.22 1.20 0.047
C 1.29 -0.48 -1.27 0.077
C 1.23 -0.08 1.01 -0.051
C -1.41 1.32 0.47 -0.378
C -2.86 1.50 0.52 0.020
C -0.83 0.07 -0.30 -0.124
N -1.88 0.21 -2.60 0.280
N 0.63 -0.09 -0.17 0.024
N -1.55 -1.55 0.30 -0.292
O -0.58 2.08 0.80 0.178
O -2.71 -1.59 0.21 0.181
O -0.73 -2.26 0.68 0.182
H 4.42 -0.87 0.13 0.155
H 3.21 -1.04 -1.96 0.103
H 2.94 0.07 2.19 0.137
H 0.75 -0.67 -2.13 0.120
H 0.75 0.13 2.01 0.180
H -3.44 0.67 0.78 0.062
H -3.25 1.93 -0.45 0.144
H -3.14 2.19 1.33 0.118

=====

No. 6
23
Properties=species:S:1:pos:R:3:lowdin_charge:R:1 method="wB97M-V/def2-TZVPD" e_homo_ev=-4.884 relative_energy_kj_mol=134.1 total_energy_ev=-21187.9502 charge=-1 orbital_gap_ev=8.2 lumo_energy_ha=0.12075
C 3.70 0.94 0.33 -0.072
C 2.53 1.70 0.15 -0.115
C 3.56 -0.50 0.37 -0.056
C 1.33 1.14 0.01 -0.044
C 2.29 -1.06 0.08 -0.027
C 1.19 -0.24 0.03 -0.198
C -3.37 1.49 -0.05 -0.737
C -0.13 -0.78 -0.06 0.002
C -4.32 0.22 -0.12 -0.108
N -0.51 -2.00 -0.36 -0.292
O -2.24 1.21 -0.45 -0.032
O -1.91 -2.26 -0.34 0.029
O -3.87 2.52 0.32 0.005
O 0.20 -3.00 -0.40 -0.017
O -4.04 -0.96 0.08 -0.010
H 4.70 1.36 0.56 0.091
H 2.57 2.70 0.08 0.062
H 4.38 -1.04 0.80 0.079
H 0.43 1.75 0.14 0.125
H 2.20 -2.08 0.05 0.065
H -0.87 0.02 -0.18 0.085
H -5.32 0.36 -0.66 0.121
H -2.53 -1.50 -0.39 0.046